(1)
79
Properties=species:S:1:pos:R:3:forces:R:3:mulliken_charge:R:1 method="wB97M-V/def2-TZVPD" energy_ev=-65444.807 orbital_gap_ha=0.214 total_charge=+2 relative_energy_kj_mol=47.2 homo_ev=-13.77
Mo -1.41899 -1.46902 -0.13838 0.105 1.288 -0.768 -1.34
N -4.37231 -0.00883 2.78125 -0.015 0.012 -0.029 -0.40
C -3.27599 -0.38502 2.11748 -0.016 -0.004 0.103 0.55
S -3.12397 0.12067 0.43979 0.037 -0.059 0.066 -0.41
N -2.35309 -1.05774 2.74385 0.097 0.047 -0.195 -1.55
N -1.26595 -1.32281 1.92667 -0.145 -0.315 0.422 1.85
C -0.10254 -1.46000 2.50723 0.124 -0.101 -0.131 0.64
C 0.14871 -1.27455 3.93645 -0.011 0.075 0.016 -0.55
C 1.16466 -0.38999 4.31592 0.006 0.003 0.029 -0.15
C 1.42339 -0.16960 5.65766 -0.002 -0.009 -0.028 -0.91
C 0.69812 -0.85670 6.62120 0.003 -0.004 0.029 -0.48
C -0.30163 -1.74689 6.24797 0.002 0.006 0.009 -0.84
C -0.59648 -1.94153 4.91131 0.002 -0.018 -0.035 -0.13
C 1.00861 -1.76287 1.58197 -0.149 0.005 0.082 0.51
C 2.28911 -2.08068 1.98262 0.022 0.006 -0.030 -0.56
C 3.25824 -2.30457 1.00633 0.008 0.022 0.043 -0.98
C 2.92137 -2.17787 -0.32555 -0.010 0.026 -0.031 -1.04
C 1.61020 -1.86464 -0.65618 0.041 0.003 0.080 -0.39
N 0.67327 -1.70739 0.27520 0.182 -0.228 0.011 1.08
H -5.08164 0.54608 2.33570 -0.013 -0.009 -0.005 0.24
H -4.41760 -0.14436 3.77901 0.012 0.014 -0.003 0.24
H 1.72814 0.14943 3.56316 -0.010 -0.007 -0.001 0.53
H 2.19208 0.53213 5.95077 -0.006 0.002 0.002 0.45
H 0.91085 -0.69653 7.66973 0.000 -0.002 -0.004 0.43
H -0.85976 -2.28171 7.00413 0.001 0.002 -0.003 0.43
H -1.38911 -2.61605 4.62162 -0.003 0.007 -0.003 0.49
H 2.52488 -2.14857 3.03433 0.006 -0.006 -0.020 0.75
H 4.26878 -2.55951 1.29631 -0.005 -0.003 -0.006 0.49
H 3.65097 -2.30993 -1.11106 0.001 0.003 0.011 0.52
H 1.30069 -1.73971 -1.68472 -0.009 -0.001 0.000 0.52
C -2.59974 -2.17571 -2.06377 -0.033 -0.215 -0.013 0.47
C -3.49873 -2.39364 -1.02254 0.004 -0.093 0.046 -1.01
C -3.05168 -3.03679 0.14507 -0.133 -0.499 -0.056 -0.14
C -1.80943 -3.74493 0.12908 -0.189 -0.347 -0.059 -0.51
C -1.02002 -3.72349 -1.02237 -0.043 -0.032 0.102 -0.13
C -1.32729 -2.82354 -2.05224 -0.156 -0.177 0.041 -0.84
H -2.88565 -1.58893 -2.92249 0.026 0.134 0.027 0.73
H -4.49149 -1.97098 -1.06393 0.029 0.085 0.036 0.44
H -3.71432 -3.14668 0.99096 0.064 0.152 0.084 0.55
H -1.54870 -4.38157 0.96215 0.081 0.087 0.052 0.55
H -0.11726 -4.31809 -1.07170 0.071 0.109 0.064 0.43
H -0.68341 -2.73150 -2.91596 0.092 0.172 0.086 0.56
C 0.24181 4.16007 -1.41974 0.047 0.020 -0.080 -1.88
C -0.61509 3.00367 -0.88280 -0.148 -0.025 0.154 2.41
C -2.03928 3.15624 -1.44106 0.004 -0.034 -0.055 -1.57
C -0.65870 3.08138 0.65473 0.044 0.038 -0.037 -1.72
Si 0.14531 1.41231 -1.54377 0.148 -0.046 -0.144 -1.77
O -0.68293 0.04358 -0.96769 -0.147 0.077 0.075 2.08
C 1.92698 1.19004 -0.99692 0.086 0.060 0.041 0.69
C 2.94926 0.82483 -1.88045 -0.012 0.012 -0.023 -0.07
C 4.27037 0.72506 -1.46142 -0.009 0.008 -0.001 -1.07
C 4.60099 0.98167 -0.13912 0.005 -0.011 -0.004 -0.62
C 3.60198 1.32442 0.76374 0.039 -0.038 0.018 -1.01
C 2.28599 1.42470 0.33795 -0.078 -0.010 0.048 0.03
C -0.03361 1.30615 -3.39692 -0.084 0.017 -0.025 0.59
C 0.86060 1.90546 -4.28916 0.056 0.013 0.032 -0.47
C 0.64632 1.86105 -5.66031 0.018 0.009 0.018 -0.89
C -0.47648 1.22735 -6.17040 -0.015 0.002 -0.011 -0.64
C -1.40017 0.66023 -5.30371 -0.017 0.000 -0.001 -0.88
C -1.17651 0.70646 -3.93574 0.009 0.012 -0.034 0.08
H -0.16316 5.11336 -1.06962 -0.020 -0.018 0.021 0.54
H 0.23710 4.19221 -2.51221 0.016 -0.003 0.018 0.37
H 1.27824 4.09880 -1.08066 0.008 -0.001 0.005 0.34
H -2.47026 4.09849 -1.09214 0.030 0.012 -0.001 0.58
H -2.70496 2.35706 -1.11205 0.000 -0.012 0.011 0.14
H -2.04762 3.17585 -2.53233 0.011 -0.004 -0.001 0.34
H -1.32552 3.88988 0.96676 0.000 0.014 -0.048 0.55
H 0.32365 3.31027 1.07165 -0.071 -0.008 -0.014 0.43
H -1.03016 2.16313 1.11625 -0.026 -0.045 0.015 0.09
H 2.72079 0.62309 -2.91977 -0.022 0.009 -0.023 0.52
H 5.04385 0.46399 -2.17262 -0.001 0.007 -0.005 0.50
H 5.63301 0.93171 0.18370 -0.004 -0.004 0.001 0.46
H 3.85749 1.54254 1.79381 -0.005 -0.006 -0.003 0.48
H 1.52836 1.72012 1.05786 0.089 -0.078 -0.054 0.15
H 1.73154 2.43382 -3.91825 0.016 -0.026 0.008 0.50
H 1.35358 2.33076 -6.33101 -0.001 0.003 0.006 0.45
H -0.64438 1.19717 -7.23872 0.002 -0.002 0.003 0.42
H -2.30133 0.20690 -5.69840 0.013 -0.003 0.015 0.46
H -1.93239 0.32082 -3.26351 -0.047 -0.072 0.047 0.31


(2)
87
Properties=species:S:1:pos:R:3:forces:R:3:mulliken_charge:R:1 method="wB97M-V/def2-TZVPD" energy_ev=-84448.618 orbital_gap_ha=0.245 total_charge=-2 homo_ev=-2.61
Pd -1.42603 -1.83373 -0.29328 0.763 -0.398 -0.233 2.08
C 3.65200 1.17016 -0.86500 -0.014 0.006 0.006 -1.26
C 2.48717 1.96317 -0.25821 0.005 0.062 0.018 1.37
C 2.90646 3.39555 0.01899 0.020 -0.034 -0.035 -1.79
O 1.37688 1.94968 -1.12944 0.051 -0.004 -0.064 -0.20
C 0.54772 0.80953 -0.79613 -0.037 -0.015 0.073 0.46
C 1.22944 0.27147 0.49501 -0.061 -0.021 -0.044 0.63
O 2.02722 1.37796 0.94031 0.007 0.019 0.058 -0.44
C 0.50011 -0.53042 1.60868 -0.006 0.026 -0.095 2.65
O 0.07391 -1.70201 1.01309 -0.226 0.099 0.150 -0.93
C 1.60993 -0.98449 2.59431 0.032 0.062 0.093 0.05
C 2.59780 -1.84678 2.11476 -0.045 -0.001 -0.041 0.29
C 3.61641 -2.30687 2.92824 0.049 -0.025 0.018 -0.62
C 3.66994 -1.92850 4.26515 0.038 -0.026 0.012 -0.68
C 2.68193 -1.09878 4.76381 -0.013 0.014 0.036 -0.93
C 1.66255 -0.63415 3.93831 0.036 0.031 -0.038 -0.51
C -0.58779 0.20887 2.38193 -0.034 -0.024 0.014 -0.17
C -1.78432 -0.44389 2.66233 0.032 0.023 0.017 -0.89
C -2.76997 0.18217 3.40834 -0.013 -0.070 -0.030 -0.69
C -2.57248 1.46434 3.90201 -0.045 0.033 0.030 -0.66
C -1.37349 2.11011 3.64986 0.021 0.061 0.004 -0.99
C -0.38767 1.48363 2.89926 -0.026 -0.005 -0.047 0.62
C -0.97433 1.13111 -0.91788 0.133 -0.108 0.250 2.88
O -1.70147 0.13380 -0.30484 -0.045 -0.050 -0.463 -0.85
C -1.50609 2.43100 -0.29545 0.023 -0.044 0.059 -0.45
C -0.76927 3.36103 0.41774 0.017 0.000 -0.062 0.58
C -1.37002 4.50149 0.94137 0.040 0.039 0.042 -0.36
C -2.72439 4.71902 0.77210 -0.055 0.051 0.021 -0.66
C -3.48123 3.77619 0.08268 -0.032 -0.009 -0.015 -0.57
C -2.87915 2.64955 -0.44524 0.032 -0.049 0.028 -0.86
C -1.21284 1.24617 -2.43727 0.039 0.046 -0.084 0.10
C -1.82226 0.21527 -3.13660 -0.036 -0.012 -0.054 -0.62
C -1.98266 0.30622 -4.51614 -0.010 -0.004 0.027 -0.68
C -1.54048 1.42267 -5.20903 -0.019 -0.011 -0.036 -0.54
C -0.93876 2.46255 -4.50933 0.011 0.033 -0.034 -0.87
C -0.78084 2.37400 -3.13591 0.014 -0.003 -0.006 -0.40
H 4.02125 1.69074 -1.74957 -0.008 0.019 -0.004 0.48
H 3.33408 0.17725 -1.17862 -0.015 -0.017 0.001 -0.20
H 4.45970 1.07651 -0.13699 0.013 0.005 0.022 0.32
H 3.28148 3.85388 -0.89652 -0.025 0.001 -0.018 0.34
H 3.69987 3.40615 0.76734 0.001 -0.017 0.010 0.37
H 2.06241 3.97749 0.38047 0.008 0.006 0.027 0.33
H 0.70575 0.03847 -1.55392 -0.060 0.022 0.033 -1.12
H 1.92383 -0.48992 0.12644 -0.040 0.010 -0.008 -0.55
H 2.53377 -2.18131 1.08828 -0.030 0.009 0.001 -0.41
H 4.36735 -2.97704 2.52311 0.005 -0.003 0.007 0.37
H 4.46307 -2.29132 4.90897 0.000 0.001 -0.002 0.37
H 2.69139 -0.80726 5.80832 0.009 -0.008 -0.002 0.41
H 0.89868 0.00420 4.35855 -0.006 0.000 -0.005 0.39
H -1.94250 -1.44045 2.27162 0.007 0.006 0.009 0.50
H -3.70614 -0.33361 3.58534 -0.007 0.002 0.007 0.39
H -3.35236 1.96015 4.46934 0.003 -0.002 0.000 0.33
H -1.20819 3.11627 4.01897 -0.002 0.004 -0.003 0.38
H 0.54593 1.99397 2.70595 0.038 0.021 -0.016 0.47
H 0.27824 3.18730 0.58857 0.020 -0.022 0.004 -0.62
H -0.77023 5.21099 1.50256 -0.002 0.002 -0.003 0.43
H -3.19495 5.60488 1.18471 0.002 -0.005 0.002 0.34
H -4.54910 3.91719 -0.03837 -0.003 0.009 0.001 0.40
H -3.46639 1.90047 -0.96288 -0.004 -0.006 -0.004 0.39
H -2.18389 -0.66469 -2.62168 0.034 0.057 0.010 0.51
H -2.47011 -0.50956 -5.03702 0.006 0.001 -0.017 0.48
H -1.67333 1.49084 -6.28360 0.005 0.001 -0.001 0.36
H -0.59676 3.34849 -5.03414 -0.003 -0.001 -0.010 0.38
H -0.31389 3.18665 -2.59382 0.006 0.010 0.010 0.33
O -4.84129 -3.90206 -2.07119 0.274 -0.060 -0.268 -0.61
P -4.07904 -2.60050 -1.52354 0.012 0.095 0.319 0.74
O -4.93946 -1.41270 -1.63915 -0.043 -0.096 -0.012 -0.79
O -2.63053 -2.57255 -1.99890 -0.312 0.438 0.276 -0.79
O -3.88345 -3.04115 0.06401 -0.281 -0.245 0.265 -0.23
P -2.91285 -4.29975 0.39623 0.216 0.163 0.016 0.93
O -3.16920 -4.45500 1.99014 -0.067 0.040 -0.039 -0.55
O -3.42522 -5.49864 -0.33021 0.109 -0.031 0.021 -0.92
O -1.46582 -3.86688 0.25936 -0.433 -0.122 -0.104 -0.65
H -4.37282 -4.68759 -1.70219 -0.098 0.034 0.006 0.41
H -4.09435 -4.68699 2.13081 0.058 -0.037 -0.024 0.27
C 4.20473 -3.06612 -1.32126 0.057 -0.023 0.026 -0.81
N 2.98684 -2.62953 -1.95343 -0.151 0.017 -0.042 0.32
C 2.86620 -1.88550 -3.10834 0.038 0.000 0.001 -0.71
C 1.52248 -1.73266 -3.31138 0.230 0.044 0.022 -0.50
N 0.82527 -2.35871 -2.31612 -0.248 -0.040 -0.238 -0.20
C 1.71657 -2.88919 -1.53050 0.033 0.015 0.179 -0.69
H 4.92858 -2.25065 -1.29437 -0.002 -0.003 0.009 0.30
H 4.64452 -3.91972 -1.84284 0.010 0.020 -0.003 0.32
H 3.98336 -3.35904 -0.29608 0.008 -0.013 -0.012 0.27
H 3.73093 -1.53106 -3.64384 0.001 0.013 -0.005 0.44
H 1.01727 -1.17617 -4.08512 -0.004 -0.015 -0.023 0.47
H 1.49440 -3.43169 -0.62200 -0.009 0.006 0.002 0.72


(3)
76
Properties=species:S:1:pos:R:3:forces:R:3:mulliken_charge:R:1 method="wB97M-V/def2-TZVPD" energy_ev=-45434.918 orbital_gap_ha=0.250 total_charge=+1 homo_ev=-10.27
C -2.53169 2.57183 -1.58235 0.282 -0.080 0.379 -0.91
O -2.36761 1.55097 -0.58527 0.249 0.417 0.010 -0.27
C -1.88254 1.87302 0.64780 -0.316 0.684 -0.164 1.01
C -2.17528 0.94947 1.64834 -0.477 -0.082 0.437 -0.01
N -2.99505 -0.16271 1.32594 -0.573 -1.078 0.350 0.70
C -2.78219 -0.98898 0.26728 -2.905 0.002 0.193 -0.49
N -3.89108 -1.77598 0.23488 -0.180 0.785 1.231 0.33
C -4.26964 -2.86558 -0.62200 -0.126 -0.713 -0.547 -0.95
C -4.76155 -1.46552 1.28312 0.366 -0.323 -0.476 -0.89
C -4.19104 -0.49362 1.98620 0.283 0.871 0.281 -0.39
C -1.90161 1.23450 2.99456 0.465 0.333 0.056 0.53
O -2.31326 0.29385 3.88307 0.166 0.288 0.349 -0.37
C -2.16974 0.52215 5.30208 0.079 0.222 -0.536 -0.97
C -1.25078 2.43897 3.32357 -0.135 -0.560 0.137 -0.77
C -0.91209 3.32840 2.30838 -0.103 -0.016 -0.122 -0.95
C -1.24249 3.07982 0.97837 -0.054 -0.471 -0.306 -0.79
H -3.27235 2.17421 -2.27712 0.127 0.093 0.060 0.29
H -2.90099 3.50329 -1.13178 0.071 -0.203 -0.139 0.39
H -1.57917 2.75099 -2.10092 -0.291 0.027 0.149 0.23
H -3.62745 -2.90642 -1.50586 -0.347 -0.011 0.390 0.30
H -4.21599 -3.82890 -0.07510 0.130 0.485 -0.325 0.29
H -5.32044 -2.72338 -0.92561 0.448 -0.027 -0.017 0.37
H -5.69501 -1.97710 1.38818 -0.181 -0.098 0.223 0.48
H -4.50009 -0.02313 2.89917 -0.059 0.157 -0.075 0.50
H -2.71834 -0.29555 5.77001 0.142 0.140 -0.022 0.27
H -1.10958 0.48771 5.59240 -0.295 0.029 -0.062 0.35
H -2.61459 1.48657 5.59264 0.138 -0.299 -0.091 0.39
H -1.03331 2.65672 4.36862 0.026 0.025 -0.350 0.43
H -0.39944 4.25651 2.55264 -0.139 -0.159 0.016 0.46
H -1.04870 3.80623 0.19384 0.120 -0.080 0.206 0.42
C 0.46259 5.26763 -1.89406 0.088 -0.269 0.169 -0.44
C 1.13297 5.46096 -0.67962 -0.002 0.153 -0.220 -0.69
C 1.98291 4.47610 -0.18969 -0.034 -0.325 -0.050 -0.42
C 2.16822 3.28786 -0.90006 -0.130 0.178 -0.222 0.82
C 3.03970 2.21380 -0.29484 0.099 -0.130 0.455 -1.15
N 2.57884 0.83327 -0.58156 -0.765 -0.361 0.409 0.59
C 3.48700 -0.03701 -1.37020 -0.024 0.099 -0.400 -1.14
C 4.01572 -1.25796 -0.65176 0.128 -0.217 0.319 0.47
C 4.14187 -2.46588 -1.34923 -0.120 0.167 0.249 -0.20
C 4.58152 -3.61420 -0.68882 0.090 0.168 0.125 -0.67
C 4.92695 -3.55469 0.66791 -0.073 0.211 -0.181 -0.45
C 4.83199 -2.33792 1.35452 -0.048 0.006 -0.175 -0.69
C 4.38490 -1.18751 0.69371 -0.022 -0.371 -0.060 -0.22
C 1.37824 0.42819 -0.16304 0.462 0.324 -0.053 -0.43
C 0.87766 -0.86666 -0.41886 0.755 -1.270 0.036 -0.24
C -0.40805 -1.33168 -0.52438 1.867 2.435 -0.933 0.47
C -0.57155 -2.63953 -1.12555 0.499 -1.418 -0.381 0.43
C -1.44724 -2.78076 -2.21735 0.011 0.440 0.398 -0.76
C -1.64482 -4.01605 -2.82992 0.395 -0.014 0.108 -0.23
C -0.89363 -5.12114 -2.40999 -0.123 0.215 0.116 -0.46
C 0.05740 -4.98973 -1.38565 -0.135 0.447 0.013 -0.78
C 0.24062 -3.75377 -0.75837 -0.566 0.328 -0.119 -0.47
C 1.55850 3.11963 -2.14657 -0.235 0.041 0.101 -0.24
C 0.66222 4.08249 -2.61652 0.179 0.317 0.090 -0.72
H -0.20643 6.04127 -2.27484 0.160 -0.279 0.119 0.40
H 0.99486 6.38142 -0.10776 0.018 -0.265 -0.252 0.40
H 2.52238 4.60123 0.75195 -0.303 0.081 -0.178 0.42
H 4.07291 2.29359 -0.65691 -0.284 -0.061 0.140 0.42
H 3.05810 2.33322 0.80131 0.083 0.050 -0.379 0.43
H 2.95995 -0.35729 -2.28276 0.099 0.143 0.248 0.38
H 4.33275 0.59644 -1.67558 -0.362 -0.159 0.026 0.52
H 3.86954 -2.49055 -2.40788 0.052 -0.133 0.325 0.38
H 4.64987 -4.55487 -1.23683 0.026 0.259 0.184 0.41
H 5.28173 -4.45346 1.17998 -0.172 0.356 -0.161 0.40
H 5.09844 -2.28332 2.41134 -0.037 -0.027 -0.328 0.40
H 4.30803 -0.23644 1.22711 0.015 -0.321 -0.075 0.35
H 0.78163 1.13771 0.42518 0.193 0.085 -0.452 0.64
H 1.64765 -1.60383 -0.64382 0.070 0.259 -0.206 -0.17
H -1.40357 -0.70715 -0.33026 1.349 -1.373 -0.587 0.18
H -1.94335 -1.86642 -2.58019 0.005 -0.605 0.221 0.44
H -2.39383 -4.10018 -3.62029 0.381 -0.082 0.133 0.44
H -1.04904 -6.08666 -2.88912 0.051 0.199 0.145 0.41
H 0.64815 -5.84803 -1.06258 -0.158 0.233 -0.182 0.40
H 1.00262 -3.62240 0.02436 -0.478 -0.193 -0.298 0.52
H 1.77387 2.23555 -2.75541 -0.225 0.203 0.294 0.35
H 0.12229 3.91641 -3.55217 0.306 0.119 0.235 0.52